[1]
Below is an isolated ion of composition C10H14ClO and charge +1 in a non-equilibrium geometry, with properties calculated with ωB97M-V/def2-TZVPD.

```
! RIJCOSX wB97M-V def2-TZVPD def2/J DEFGRID3
* xyz 1 1
C 0.65135 -1.04059 -0.15800
C 0.32461 0.22893 0.33378
C 2.05722 -1.00650 -0.11875
C 2.47093 0.26127 0.43801
C 2.99050 -2.00011 -0.34335
C -0.19359 -2.16145 -0.64596
C -1.44982 0.99730 -1.23287
C -0.85526 2.39463 0.78642
C -2.03109 0.14534 1.09225
C -0.99005 0.95035 0.23141
O 1.43217 1.00601 0.62400
Cl 4.02113 0.79623 0.54752
H 4.09414 -2.02216 -0.36314
H 2.60239 -3.02053 -0.45460
H -0.56667 -2.84168 0.19340
H 0.33287 -2.77879 -1.29583
H -1.15119 -1.77880 -0.87986
H -1.42045 0.03913 -1.68582
H -2.38130 1.51945 -1.33463
H -0.67925 1.44905 -1.86881
H -0.57272 2.62107 1.74942
H -1.79479 3.00413 0.51051
H -0.15201 2.96654 0.15503
H -1.67927 0.15012 2.15628
H -2.06402 -0.66099 0.49723
H -2.99584 0.78205 1.06638
*
```

gap between HOMO and LUMO (spin up / spin down)	6.844 / 6.842	eV
HOMO energy (spin up / spin down)	-13.07 / -13.07	eV
E_tot	-25157.0905	eV
energy relative to the best compared isomer or geometry (same formula, charge and spin)	0.00	kcal per mole
E_LUMO (spin up / spin down)	-6.23 / -6.23	eV
molecular weight	185.7	g mol⁻¹

***

[2]
Below is C10H14F6KO6 as an isolated structure in a non-equilibrium geometry, with properties calculated with ωB97M-V/def2-TZVPD.

```
! RIJCOSX wB97M-V def2-TZVPD def2/J DEFGRID3
* xyz -1 1
K -0.16565 1.45647 -0.60228
O 0.56869 -0.87148 -4.38393
C 0.61075 0.57705 -4.46354
C 0.40790 1.45014 -3.12033
O -0.80226 1.31520 -2.30896
H -0.09657 0.89227 -5.23064
H 1.64019 0.76099 -4.77098
H 0.57500 2.49086 -3.39794
H 1.17983 1.14248 -2.41494
C -3.64600 0.91229 0.82494
C -2.87984 -0.39402 0.85818
O -2.15384 -0.45123 2.07394
C -0.90024 -0.06320 1.98199
O -0.33035 0.31127 0.97775
C -0.18150 -0.10075 3.35641
F -0.40427 1.06286 4.04494
F -0.67616 -1.15634 4.09936
F 1.14445 -0.28763 3.08892
H -3.19290 1.64836 1.48902
H -4.62562 0.84854 1.29863
H -3.86479 1.23999 -0.19136
H -2.22316 -0.50562 -0.00460
H -3.50002 -1.27449 0.69007
C 0.99727 -2.84172 0.09849
C 0.36400 -1.50096 0.40774
O 1.44396 -0.64636 0.93698
C 2.04556 0.36690 0.27419
O 1.63329 0.59233 -0.81770
C 3.23410 1.12758 1.00151
F 2.86888 2.42722 1.12840
F 3.58293 0.59359 2.10553
F 4.29799 1.13980 0.17666
H 1.73860 -3.11519 0.84931
H 1.60719 -2.90127 -0.80293
H 0.18598 -3.55601 -0.04186
H -0.32496 -1.59608 1.24700
H -0.15843 -1.09384 -0.45796
*
```

gap between HOMO and LUMO	3.247	eV
HOMO energy	-1.32	eV
E_tot	-55500.8100	eV
energy relative to the best compared isomer or geometry (same formula, charge and spin)	203.30	kcal per mole
E_LUMO	1.93	eV
molecular weight	383.3	g mol⁻¹

***

[3]
Below is a 2-piece molecular cluster, C10H14FN2 overall in a non-equilibrium geometry, with properties calculated with ωB97M-V/def2-TZVPD.

```
! RIJCOSX wB97M-V def2-TZVPD def2/J DEFGRID3
* xyz 1 1
C 2.74175 -2.27081 -2.05203
C 2.43880 -1.27931 -2.95529
C 1.98831 -2.40298 -0.86309
C 1.35890 -0.37397 -2.64693
C 0.94095 -1.61577 -0.59631
C 0.53765 -0.64575 -1.52762
C 0.02931 0.60164 0.95843
C -2.02784 1.24383 1.93062
C -0.06086 0.98397 3.40566
C -0.98561 1.10606 -2.16946
N -0.62177 0.78517 2.03521
N -0.58201 -0.02105 -1.33524
F 1.29889 0.46805 1.06761
H 3.49811 -3.00726 -2.23846
H 3.03782 -1.17383 -3.83087
H 2.14832 -3.20016 -0.27699
H 1.17676 0.43303 -3.23877
H 0.26823 -2.00640 0.17739
H -2.00021 2.35743 1.69413
H -2.47325 0.67962 1.06628
H -2.59029 1.01742 2.94819
H 1.05108 1.10685 3.27944
H -0.38039 2.03398 3.60795
H -0.59546 0.21409 3.99719
H -0.19562 1.32093 -2.96310
H -1.45168 1.92683 -1.69258
H -1.78787 0.58115 -2.77248
*
```

gap between HOMO and LUMO (spin up / spin down)	7.417 / 6.367	eV
HOMO energy (spin up / spin down)	-12.84 / -11.93	eV
E_tot	-16282.7794	eV
energy relative to the best compared isomer or geometry (same formula, charge and spin)	98.71	kcal per mole
E_LUMO (spin up / spin down)	-5.43 / -5.57	eV
molecular weight	181.2	g mol⁻¹

***

Q: Number 2 is which compound?
A: C10H14F6KO6

***

Q: Among the records above, which one has the lowest molecular weight?
A: C10H14FN2

***

Q: Among the records above, which one has the highest E_tot?
A: C10H14FN2